1.
{"formula": "CH5N3O2", "method": "ωB97M-V with the def2-TZVPD basis set", "elements": ["N", "N", "O", "C", "N", "O", "H", "H", "H", "H", "H"], "xyz": [[2.003366, 0.507802, 0.463067], [2.080054, -0.471791, 1.009243], [1.930000, -1.544805, 1.415401], [-0.969926, -0.581098, -0.477484], [-0.472569, 0.689346, -0.952647], [-1.011080, 1.756532, -0.221525], [-0.705845, -0.787261, 0.573284], [-2.055317, -0.584653, -0.581815], [-0.544888, -1.363237, -1.100105], [0.592796, 0.749913, -0.858323], [-0.846592, 1.629252, 0.730902]], "forces_ev_per_a": [[1.198, -0.113, 1.037], [-1.290, 1.930, -2.040], [0.521, -1.912, 1.360], [0.041, 0.226, 0.230], [1.971, 0.076, -0.408], [-0.212, 0.313, 0.336], [-0.120, -0.024, 0.014], [0.063, -0.087, 0.035], [0.020, -0.120, -0.077], [-2.296, -0.124, -0.279], [0.105, -0.167, -0.207]], "smiles": "N#[N+][O-].CNO", "mol_weight_g_mol": 91.070, "e_tot_ha": -355.70653, "gap_ev": 9.77}

2.
{"formula": "CH5N3O2", "method": "ωB97M-V with the def2-TZVPD basis set", "elements": ["N", "N", "O", "C", "N", "H", "H", "H", "O", "H", "H"], "xyz": [[-0.278172, -0.718179, 1.979120], [0.237676, -1.713363, 1.767158], [0.697365, -2.715907, 1.945018], [-0.810514, 0.758282, 0.197334], [0.311509, 0.600765, -0.390489], [-1.026256, 1.494603, 1.010182], [-1.625277, 0.169298, -0.147054], [1.037844, 1.229802, 0.040958], [0.477773, -1.829934, -0.225525], [1.275585, -2.262844, -0.584371], [0.641048, -1.086162, -0.548787]], "forces_ev_per_a": [[0.830, -1.903, -0.314], [-3.994, 7.164, 3.415], [2.903, -6.056, 0.543], [1.054, 1.340, -0.233], [0.242, 2.271, 0.780], [0.281, -0.584, -0.717], [-0.765, -0.510, -0.155], [-0.881, -0.642, -0.573], [-0.206, -11.311, 1.147], [-0.586, -0.865, 0.508], [1.122, 11.095, -4.401]], "smiles": "N#[N+][O-].C=N.O", "mol_weight_g_mol": 91.070, "e_tot_ha": -355.67479, "gap_ev": 11.37}

3.
{"formula": "CH5N3O2", "method": "ωB97M-V with the def2-TZVPD basis set", "elements": ["N", "N", "C", "O", "N", "O", "H", "H", "H", "H", "H"], "xyz": [[-1.439769, -0.707295, 0.378172], [-0.997421, 0.264256, -0.604453], [0.361528, 0.075516, -0.917837], [0.864890, -0.009721, -2.071172], [1.062177, 0.019027, 0.245073], [0.821818, 0.608312, 1.457999], [-0.910427, -1.641018, 0.241669], [-1.030714, -0.268555, 1.291229], [-1.441501, 0.036509, -1.474688], [2.110715, -0.003945, 0.138215], [0.598704, 1.626914, 1.315793]], "forces_ev_per_a": [[1.434, 0.012, 2.098], [0.601, -1.417, -1.009], [0.243, 1.004, -1.842], [-1.383, 0.059, 3.460], [5.138, -0.605, -0.796], [-1.910, 3.274, 0.272], [-0.958, 1.983, 0.251], [-1.251, -1.544, -1.927], [-0.885, 0.308, -0.371], [-1.728, -0.150, -0.310], [0.699, -2.924, 0.175]], "smiles": "NNC(=O)NO", "mol_weight_g_mol": 91.070, "e_tot_ha": -355.74855, "gap_ev": 10.31}

4.
{"formula": "CH5N3S", "method": "ωB97M-V with the def2-TZVPD basis set", "elements": ["N", "N", "N", "C", "S", "H", "H", "H", "H", "H"], "xyz": [[-1.816890, 0.564138, 0.194490], [-0.905747, -0.402302, -0.166664], [0.346099, 0.099520, -0.151212], [1.331476, -0.656303, 0.111788], [2.785678, 0.216857, 0.148962], [-2.302175, 0.939992, -0.707840], [-1.244175, 1.272491, 0.508666], [-1.166864, -1.335775, 0.000146], [1.202436, -1.757630, 0.350734], [1.770161, 1.059008, -0.289068]], "forces_ev_per_a": [[-3.514, -0.447, -2.568], [0.165, 0.865, -1.493], [-0.953, -1.532, 0.127], [-1.108, -2.549, 0.616], [0.959, 0.776, -0.396], [1.107, -0.687, 2.005], [0.926, 2.240, 1.131], [0.240, -1.125, 0.746], [0.367, 1.350, -0.279], [1.810, 1.109, 0.111]], "smiles": "NN/N=C/S", "mol_weight_g_mol": 91.139, "e_tot_ha": -603.42696, "gap_ev": 8.63}

5.
{"formula": "CH5N3S", "method": "ωB97M-V with the def2-TZVPD basis set", "elements": ["C", "H", "H", "H", "H", "H", "N", "N", "N", "S"], "xyz": [[-0.370010, 0.348593, 0.097475], [2.354409, -0.964518, -0.690433], [2.038809, -0.823982, 0.873184], [1.310698, 1.576348, -0.170767], [-0.383108, 2.467809, 0.395923], [-2.112512, 1.508526, -0.259390], [2.118565, -0.194504, 0.063573], [0.955566, 0.621406, -0.160919], [-1.149220, 1.441647, 0.014048], [-0.903913, -1.183474, -0.009393]], "forces_ev_per_a": [[0.663, -0.173, -2.351], [-1.409, 2.422, 1.111], [-0.575, 0.835, 0.032], [-0.661, -0.269, -0.006], [-4.018, -3.783, -1.828], [0.025, -0.111, 0.319], [0.220, -2.327, -1.000], [1.982, -0.085, 0.716], [4.426, 4.670, 2.452], [-0.654, -1.180, 0.556]], "mol_weight_g_mol": 91.139, "e_tot_ha": -603.46273, "gap_ev": 8.63}

6.
{"formula": "CH5N3S", "method": "ωB97M-V with the def2-TZVPD basis set", "elements": ["N", "N", "C", "N", "S", "H", "H", "H", "H", "H"], "xyz": [[-1.225672, -0.909786, 0.988732], [-0.448210, -1.479839, -0.055315], [0.345812, -0.625694, -0.556264], [0.251894, 0.744001, -0.293441], [0.919910, 1.918106, -1.310634], [-1.658414, -1.684244, 1.472654], [-0.613880, -0.383966, 1.625677], [1.103628, -0.924058, -1.322133], [-0.673014, 1.015355, 0.062519], [1.997947, 2.330124, -0.611796]], "forces_ev_per_a": [[-0.120, 0.002, -0.278], [0.700, 0.116, 0.879], [0.266, 0.184, -1.611], [-0.249, 0.284, 0.641], [0.128, -0.108, -0.428], [0.055, 0.142, 0.092], [-0.363, -0.398, -0.105], [-0.840, 0.238, 0.678], [0.603, -0.243, -0.099], [-0.179, -0.217, 0.232]], "smiles": "N/N=C\\NS", "mol_weight_g_mol": 91.139, "e_tot_ha": -603.49821, "gap_ev": 9.37}

7.
{"formula": "CH5N3S", "method": "ωB97M-V with the def2-TZVPD basis set", "elements": ["N", "N", "C", "N", "S", "H", "H", "H", "H", "H"], "xyz": [[1.760937, -0.815594, 0.017354], [0.762237, 0.230311, -0.136125], [-0.616953, -0.023659, -0.082855], [-1.280418, 1.013130, 0.059092], [-1.298277, -1.488884, -0.014040], [1.358604, -1.511146, -0.689657], [1.486500, -1.497634, 0.889199], [1.022758, 1.162819, -0.033049], [-0.832632, 2.065595, 0.247361], [-2.362752, 0.865058, -0.257284]], "forces_ev_per_a": [[-2.787, -2.491, 0.512], [-1.067, -3.281, 0.276], [6.120, -3.151, 0.308], [-6.479, 8.883, -0.200], [-0.464, -2.161, -0.442], [1.240, 1.068, 0.602], [0.586, 2.644, -1.838], [1.086, 1.303, 0.283], [-1.795, -3.896, -0.956], [3.559, 1.082, 1.456]], "smiles": "NNC(N)=S", "mol_weight_g_mol": 91.139, "e_tot_ha": -603.47790, "gap_ev": 9.02}

8.
{"formula": "CH5N3S2", "method": "ωB97M-V with the def2-TZVPD basis set", "elements": ["N", "C", "N", "S", "N", "S", "H", "H", "H", "H", "H"], "xyz": [[-0.377745, -1.023002, -0.874543], [-0.076473, -0.026690, -0.131279], [-0.754360, 0.530240, 1.013183], [-2.239469, -0.135092, 1.510600], [1.080953, 0.673842, -0.358789], [2.327527, 0.058456, -1.397287], [-1.253325, -1.402338, -0.596786], [-0.191748, 0.834534, 1.745109], [-1.769028, -1.225104, 2.108939], [0.979490, 1.697723, -0.129343], [1.642593, 0.213944, -2.612184]], "forces_ev_per_a": [[0.374, 1.440, 0.498], [-0.195, -0.860, 0.050], [-1.469, -1.246, -2.359], [0.233, 0.542, -0.242], [0.954, 1.553, 0.238], [-1.708, 1.024, -0.370], [-0.859, -0.669, 0.427], [1.240, 0.598, 1.189], [0.045, -0.485, 0.185], [0.703, -1.662, -0.666], [0.683, -0.235, 1.048]], "smiles": "N=C(NS)NS", "mol_weight_g_mol": 123.206, "e_tot_ha": -1001.70741, "gap_ev": 9.90}

9.
{"formula": "CH5N3S2", "method": "ωB97M-V with the def2-TZVPD basis set", "elements": ["H", "N", "N", "H", "N", "S", "C", "S", "H", "H", "H"], "xyz": [[0.162147, -3.200758, 0.242951], [0.718998, -2.630230, 0.841372], [0.151268, -1.670253, 1.443850], [0.781990, -1.402238, 2.229858], [-2.039754, 1.158721, -1.682979], [-1.007499, 2.290181, -0.988570], [-0.521496, 1.523107, 0.361780], [0.438610, 2.308119, 1.491933], [-2.516756, 1.005707, -0.853040], [-2.658872, 1.426574, -2.428964], [-0.662945, 0.505239, 0.616853]], "forces_ev_per_a": [[-1.506, 0.587, -1.276], [1.138, 1.742, 3.325], [0.241, -2.618, -1.073], [0.139, 0.356, -0.986], [0.888, -0.913, -0.616], [0.576, 2.164, -1.641], [2.229, 0.864, 2.526], [-0.654, -0.293, -0.795], [-2.330, -1.356, 1.057], [0.097, 0.626, -0.041], [-0.819, -1.159, -0.478]], "smiles": "[H]/N=N/[H].NSC=S", "mol_weight_g_mol": 123.206, "e_tot_ha": -1001.61014, "gap_ev": 8.20}

10.
{"formula": "CH5N4O4", "method": "ωB97M-V with the def2-TZVPD basis set", "elements": ["C", "N", "N", "N", "N", "O", "O", "O", "O", "H", "H", "H", "H", "H"], "xyz": [[-1.788251, -1.138606, -0.003964], [1.844654, -0.967654, -0.609031], [2.203583, 0.909947, 0.618496], [2.315861, 0.162910, -0.580608], [-0.617716, 1.351094, -0.132025], [-0.309484, 2.564206, -0.231730], [2.068648, -1.885371, -1.405404], [-2.042678, -0.121236, 0.958524], [-1.946849, 1.176774, 0.398249], [-0.984674, -0.867394, -0.612791], [-2.476620, -1.044634, -0.792634], [-1.728793, -2.071385, 0.535668], [1.936352, 0.339104, 1.393284], [1.525967, 1.592245, 0.463967]], "forces_ev_per_a": [[-0.313, 1.033, -0.154], [-2.618, -0.969, 5.346], [1.035, -1.114, -0.323], [2.652, 1.491, -2.944], [1.116, 4.787, 0.123], [-2.514, -5.546, 0.462], [0.810, -0.019, -2.448], [0.266, 0.143, 0.685], [0.817, 0.763, -0.571], [2.579, -0.297, 0.097], [-2.306, -0.688, -0.598], [0.077, -0.078, -0.145], [-0.525, -0.835, 0.586], [-1.076, 1.329, -0.118]], "total_charge": -1, "mol_weight_g_mol": 137.075, "e_tot_ha": -560.77236, "gap_ev": [4.26, 4.26]}